(1)
{"formula": "C23H54O20P3", "method": "the ωB97M-V functional and the def2-TZVPD basis", "e_lumo_ev": [0.37, -2.62], "orbital_gap_ha": [0.36161, 0.25116], "energy_ev": -93545.52831, "charge": 0, "s_squared": 0.755, "spin_multiplicity": 2, "homo_ev": [-9.47, -9.46], "symbols": ["C", "C", "O", "O", "H", "H", "H", "C", "O", "P", "O", "O", "C", "O", "C", "H", "H", "H", "H", "H", "H", "H", "H", "H", "C", "O", "P", "O", "O", "C", "O", "C", "H", "H", "H", "H", "H", "H", "H", "H", "H", "C", "O", "P", "O", "O", "C", "O", "C", "H", "H", "H", "H", "H", "H", "H", "H", "H", "O", "C", "O", "C", "C", "C", "H", "H", "H", "H", "H", "H", "H", "H", "O", "C", "O", "C", "C", "C", "H", "H", "H", "H", "H", "H", "H", "H", "O", "C", "O", "C", "C", "C", "H", "H", "H", "H", "H", "H", "H", "H"], "xyz": [[1.115, 1.176, -0.159], [-0.038, 0.157, -0.215], [0.005, -0.743, -1.067], [-0.792, 0.098, 0.737], [0.705, 2.139, -0.466], [1.918, 0.882, -0.835], [1.503, 1.171, 0.859], [5.445, 1.432, -4.519], [4.252, 1.406, -5.307], [2.965, 2.334, -4.900], [3.267, 3.778, -4.768], [1.880, 1.965, -6.190], [1.080, 2.988, -6.748], [2.252, 1.576, -3.636], [1.816, 0.212, -3.710], [5.611, 0.507, -3.965], [5.321, 2.246, -3.805], [6.195, 1.715, -5.257], [1.332, 4.019, -6.498], [0.023, 2.786, -6.578], [1.207, 2.905, -7.827], [0.756, 0.232, -3.963], [1.858, -0.182, -2.695], [2.422, -0.418, -4.362], [2.875, -6.316, -1.772], [1.873, -5.269, -1.896], [1.205, -4.610, -0.582], [-0.116, -3.960, -0.915], [1.119, -5.825, 0.444], [0.285, -7.004, 0.232], [2.421, -3.655, 0.069], [2.892, -2.474, -0.608], [3.884, -5.909, -1.845], [2.734, -7.092, -2.525], [2.845, -6.918, -0.864], [-0.371, -6.823, -0.619], [-0.423, -7.070, 1.058], [0.872, -7.920, 0.162], [2.859, -1.640, 0.093], [2.379, -2.189, -1.527], [3.946, -2.633, -0.832], [-2.846, 3.049, 0.945], [-4.121, 2.504, 0.981], [-4.475, 1.029, 1.575], [-3.889, -0.156, 0.860], [-6.108, 0.995, 1.692], [-6.749, -0.100, 2.293], [-3.978, 1.120, 3.174], [-4.511, 2.045, 4.083], [-2.563, 3.109, -0.106], [-2.078, 2.531, 1.519], [-2.853, 4.113, 1.182], [-6.152, -1.002, 2.429], [-7.547, -0.332, 1.588], [-7.117, 0.178, 3.281], [-5.020, 1.432, 4.827], [-5.104, 2.851, 3.651], [-3.793, 2.559, 4.721], [0.363, 4.095, 2.402], [1.401, 3.440, 2.548], [1.662, 2.505, 3.481], [0.621, 2.196, 4.462], [1.242, 1.313, 5.536], [2.600, 3.604, 1.611], [-0.140, 1.661, 3.895], [0.184, 3.021, 5.025], [1.173, 1.855, 6.480], [2.252, 0.937, 5.372], [0.569, 0.471, 5.694], [2.268, 4.081, 0.689], [2.975, 2.653, 1.233], [3.321, 4.243, 2.121], [-0.681, -3.481, 1.886], [-0.053, -3.879, 2.851], [0.790, -3.040, 3.517], [1.037, -1.695, 3.071], [2.429, -1.183, 3.501], [-0.226, -5.231, 3.481], [0.168, -1.133, 3.412], [0.966, -1.533, 1.996], [3.209, -1.719, 2.960], [2.710, -1.352, 4.541], [2.482, -0.116, 3.284], [0.199, -5.053, 4.469], [0.363, -6.037, 3.045], [-1.248, -5.552, 3.680], [-3.073, 0.236, -1.952], [-3.523, 1.312, -2.338], [-2.820, 2.365, -2.719], [-1.390, 2.297, -2.797], [-0.842, 3.548, -3.396], [-4.977, 1.621, -2.062], [-1.127, 1.441, -3.419], [-1.025, 2.115, -1.786], [-1.086, 4.409, -2.774], [-1.360, 3.765, -4.330], [0.235, 3.544, -3.567], [-5.075, 2.414, -1.321], [-5.600, 0.789, -1.735], [-5.441, 2.074, -2.938]]}

(2)
{"formula": "C5H10NiO2", "method": "the ωB97M-V functional and the def2-TZVPD basis", "e_lumo_ev": [0.82, -0.18], "orbital_gap_ha": [0.24704, 0.26981], "energy_ev": -50480.63709, "charge": 0, "s_squared": 2.003, "spin_multiplicity": 3, "homo_ev": [-5.90, -7.52], "symbols": ["C", "O", "C", "C", "O", "C", "C", "H", "H", "H", "H", "H", "H", "H", "H", "H", "H", "Ni"], "xyz": [[3.185, 0.279, 0.493], [1.948, 0.616, -0.116], [0.835, -0.039, 0.466], [-0.348, 0.078, -0.473], [-1.472, -0.436, 0.212], [-2.612, -0.578, -0.503], [-3.791, -0.819, 0.072], [3.164, 0.504, 1.570], [3.401, -0.788, 0.342], [0.610, 0.396, 1.454], [1.071, -1.103, 0.624], [-0.150, -0.486, -1.397], [-0.560, 1.112, -0.789], [-2.510, -0.418, -1.582], [-3.894, -0.888, 1.155], [-4.676, -0.920, -0.553], [3.966, 0.881, 0.012], [1.834, 2.610, -0.988]]}

(3)
{"formula": "C5H11N2S", "method": "the ωB97M-V functional and the def2-TZVPD basis", "e_lumo_ev": -3.47, "orbital_gap_ha": 0.34695, "de_lowest_ev": 1.847, "energy_ev": -19171.03900, "charge": 1, "smiles": "CC(C)=CS/[NH+]=C/N", "homo_ev": -12.92, "symbols": ["C", "C", "C", "C", "S", "N", "C", "N", "H", "H", "H", "H", "H", "H", "H", "H", "H", "H", "H"], "xyz": [[-0.413, -2.003, 1.835], [-0.693, -0.734, 1.193], [-0.276, 0.440, 1.974], [-1.021, -0.654, -0.067], [-1.264, 0.917, -0.884], [0.312, 1.059, -1.716], [0.523, 1.827, -2.735], [1.621, 1.892, -3.448], [0.344, -2.013, 2.625], [-1.333, -2.230, 2.221], [-0.152, -2.755, 1.097], [0.651, 0.258, 2.507], [-0.972, 0.675, 2.722], [-0.199, 1.322, 1.339], [-1.344, -1.524, -0.655], [1.123, 0.520, -1.253], [-0.341, 2.302, -3.158], [1.481, 2.367, -4.428], [2.483, 1.503, -3.162]]}

(4)
{"formula": "C11H15N", "method": "the ωB97M-V functional and the def2-TZVPD basis", "e_lumo_ev": 0.96, "orbital_gap_ha": 0.32460, "de_lowest_ev": 0.309, "energy_ev": -13140.48213, "charge": 0, "smiles": "Cc1c[nH]c2ccccc12.CC", "homo_ev": -7.88, "symbols": ["C", "C", "C", "N", "C", "C", "C", "C", "C", "C", "H", "H", "H", "H", "H", "H", "H", "H", "H", "C", "C", "H", "H", "H", "H", "H", "H"], "xyz": [[0.520, 1.903, 2.043], [1.567, 1.196, 1.250], [2.871, 1.516, 1.118], [3.490, 0.615, 0.276], [2.569, -0.307, -0.138], [2.673, -1.390, -1.018], [1.526, -2.071, -1.352], [0.280, -1.758, -0.784], [0.209, -0.732, 0.128], [1.350, 0.008, 0.466], [0.248, 1.306, 2.913], [-0.381, 2.041, 1.444], [0.799, 2.892, 2.420], [3.428, 2.372, 1.480], [4.470, 0.572, 0.071], [3.577, -1.660, -1.547], [1.539, -2.856, -2.091], [-0.586, -2.342, -1.063], [-0.689, -0.493, 0.677], [-3.647, -0.615, -0.177], [-3.738, 0.375, -1.352], [-4.037, -1.586, -0.462], [-2.602, -0.732, 0.078], [-4.213, -0.243, 0.667], [-4.375, 1.237, -1.151], [-4.084, -0.059, -2.294], [-2.766, 0.811, -1.601]]}

Copy entry 3 word for word.
{"formula": "C5H11N2S", "method": "the ωB97M-V functional and the def2-TZVPD basis", "e_lumo_ev": -3.47, "orbital_gap_ha": 0.34695, "de_lowest_ev": 1.847, "energy_ev": -19171.03900, "charge": 1, "smiles": "CC(C)=CS/[NH+]=C/N", "homo_ev": -12.92, "symbols": ["C", "C", "C", "C", "S", "N", "C", "N", "H", "H", "H", "H", "H", "H", "H", "H", "H", "H", "H"], "xyz": [[-0.413, -2.003, 1.835], [-0.693, -0.734, 1.193], [-0.276, 0.440, 1.974], [-1.021, -0.654, -0.067], [-1.264, 0.917, -0.884], [0.312, 1.059, -1.716], [0.523, 1.827, -2.735], [1.621, 1.892, -3.448], [0.344, -2.013, 2.625], [-1.333, -2.230, 2.221], [-0.152, -2.755, 1.097], [0.651, 0.258, 2.507], [-0.972, 0.675, 2.722], [-0.199, 1.322, 1.339], [-1.344, -1.524, -0.655], [1.123, 0.520, -1.253], [-0.341, 2.302, -3.158], [1.481, 2.367, -4.428], [2.483, 1.503, -3.162]]}